Model w:
15 unconnected molecules or ions with the total composition H29O15, computed with ωB97M-V/def2-TZVPD.

```
44
Properties=species:S:1:pos:R:3:nbo_charge:R:1
O -2.29 -2.05 -0.84 -0.9729
H -2.40 -1.43 -0.12 0.5073
H 0.57 2.27 -3.62 0.4772
O -2.45 0.56 2.14 -0.9781
H -1.76 0.65 1.48 0.4958
H -2.15 0.09 2.91 0.4810
O 1.04 1.44 -3.69 -0.9477
H 3.36 0.68 -2.66 0.4867
H 4.34 1.21 3.16 0.4656
O -1.36 3.40 2.43 -1.0061
H -0.91 3.02 1.64 0.5185
H -2.16 2.89 2.55 0.4752
O 1.82 3.83 0.62 -0.9938
H 1.66 3.55 1.52 0.4513
H 1.10 0.93 0.60 0.4794
O 0.38 -5.05 0.47 -0.9307
H -2.62 0.63 -1.73 0.4619
H 0.94 -4.55 1.07 0.4613
O 4.23 0.30 -2.54 -0.9539
H 1.19 3.20 0.18 0.5017
H 4.40 0.44 -1.61 0.4663
O -0.25 1.51 4.07 -1.0012
H 0.33 1.15 3.39 0.4637
H -2.54 -1.48 -1.57 0.4697
O -0.45 2.53 0.04 -1.2837
H -0.70 3.26 -0.52 0.4368
H 3.41 0.51 4.02 0.4676
O -2.11 0.67 -0.93 -1.0455
H -1.44 1.39 -0.84 0.5275
O 1.20 -0.82 -2.43 -0.9513
H 0.62 -0.07 -2.37 0.4914
H 1.04 -1.38 -3.18 0.4575
O -1.09 -3.86 -2.94 -0.9398
H -1.08 -2.98 -3.35 0.4559
H -1.63 -3.66 -2.16 0.4816
O 0.75 0.10 0.32 -0.9675
H -0.09 0.19 -0.13 0.4842
H -0.77 2.26 3.71 0.5027
O 4.36 0.57 3.89 -0.9329
H 0.59 -4.58 -0.34 0.4696
H 1.32 1.35 -4.60 0.4732
O -2.71 -4.52 0.66 -0.9784
H -3.28 -4.17 1.33 0.4734
H -2.40 -3.96 -0.05 0.4996
```

Summary:
Frontier orbital gap = 8.5 eV
LUMO = 2.04 eV
Net charge = -1



Model x:
15 unconnected molecules or ions with the total composition H29O15, computed with ωB97M-V/def2-TZVPD.

```
44
Properties=species:S:1:pos:R:3:nbo_charge:R:1
O -1.49 -1.34 -2.26 -0.9315
H -1.21 -1.96 -1.58 0.4693
H -0.63 -5.07 -0.02 0.4474
O 3.32 3.84 1.02 -0.9607
H 3.04 4.24 1.89 0.4799
H -3.20 2.94 0.46 0.4769
O -1.36 -4.68 0.43 -1.0061
H -5.62 -0.83 0.16 0.4632
H -0.79 0.98 -0.10 0.4911
O 0.52 4.12 -1.92 -0.9317
H -0.57 -1.61 3.17 0.4585
H 0.52 3.53 -1.14 0.4799
O 2.75 -0.41 -2.97 -0.9384
H 3.21 -1.18 -3.01 0.4694
H 0.15 0.90 1.86 0.4927
O 4.23 1.20 -1.37 -0.9588
H -0.38 -2.01 1.50 0.5296
H 3.58 1.21 -0.71 0.4692
O -5.41 -0.69 1.07 -0.9398
H 1.87 -0.51 -2.97 0.4811
H 2.85 4.10 0.24 0.4812
O -1.86 1.46 3.12 -0.9666
H -1.83 0.61 3.52 0.4927
H -1.41 -0.63 -1.67 0.4569
O -0.54 -1.15 2.25 -1.1059
H 1.25 -0.07 1.55 0.4889
H -0.80 -3.88 0.80 0.5125
O 0.56 -2.94 0.98 -1.2467
H 0.37 4.97 -1.47 0.4521
O 2.95 -1.17 0.43 -0.9808
H 2.11 -1.61 0.42 0.4788
H 1.47 -2.94 0.70 0.4375
O 0.68 -3.16 -3.60 -0.9288
H 0.32 -3.08 -2.77 0.4677
H 1.01 -4.09 -3.62 0.4601
O 1.20 0.94 1.58 -0.9977
H -4.38 -0.40 1.03 0.4767
H -2.47 1.63 2.50 0.4760
O -1.24 1.46 -0.73 -0.9531
H 4.00 0.40 -1.82 0.4770
H 3.25 -0.78 1.34 0.4918
O -3.95 2.82 1.04 -0.9518
H -2.11 1.17 -0.86 0.4642
H -3.97 3.70 1.57 0.4760
```

Summary:
Frontier orbital gap = 8.2 eV
LUMO = 2.18 eV
Net charge = -1



Name the most stable of them. model w.



Model w:
2 unconnected molecules or ions with the total composition C23H25N3O5, computed with ωB97M-V/def2-TZVPD.

```
56
Properties=species:S:1:pos:R:3:nbo_charge:R:1
C 4.29 2.61 2.48 -0.4171
N 3.20 1.84 3.10 -0.6193
C 3.19 0.52 3.29 0.6667
O 4.15 -0.18 3.01 -0.6499
C 1.94 -0.14 3.92 -0.1235
C 0.92 -0.63 2.87 -0.4270
C 0.91 0.15 1.57 -0.0272
C 0.08 1.28 1.41 -0.1946
C 0.14 2.05 0.23 -0.2350
C 1.03 1.68 -0.80 -0.1668
C 1.84 0.55 -0.66 -0.2326
C 1.79 -0.21 0.53 -0.2045
N 1.28 0.58 5.02 -0.6034
C 0.74 1.81 5.05 0.6858
C 0.13 2.22 6.37 -0.7060
O 0.71 2.58 4.10 -0.6568
H 4.71 3.30 3.20 0.1954
H 3.90 3.17 1.63 0.2027
H 5.07 1.94 2.12 0.2328
H 2.35 2.34 3.32 0.4298
H 2.33 -1.05 4.38 0.2365
H -0.09 -0.63 3.30 0.2226
H 1.16 -1.66 2.63 0.2247
H -0.60 1.56 2.20 0.2200
H -0.48 2.92 0.13 0.2110
H 1.08 2.27 -1.70 0.2081
H 2.52 0.26 -1.45 0.2082
H 2.44 -1.06 0.65 0.2208
H 1.22 0.08 5.89 0.3991
H -0.31 3.21 6.25 0.2458
H 0.91 2.26 7.13 0.2299
H -0.63 1.51 6.65 0.2242
C -5.07 -2.35 -2.22 -0.6507
C -3.87 -2.60 -3.09 0.0984
C -3.74 -3.82 -3.74 -0.3041
C -2.59 -4.08 -4.59 0.6127
O -2.46 -5.14 -5.17 -0.6239
N -1.63 -3.12 -4.75 -0.5739
C -1.71 -1.88 -4.11 0.1467
C -0.70 -0.93 -4.29 0.2354
C -0.77 0.29 -3.66 0.2531
C -1.83 0.61 -2.82 -0.2743
C -2.85 -0.33 -2.62 -0.1676
C -2.81 -1.59 -3.27 -0.1383
O 0.30 1.06 -3.99 -0.4748
C 1.09 0.24 -4.87 0.2350
O 0.42 -1.02 -5.05 -0.4916
H -5.74 -3.21 -2.21 0.2263
H -5.63 -1.49 -2.59 0.2260
H -4.76 -2.15 -1.19 0.2256
H -4.48 -4.60 -3.65 0.2308
H -0.83 -3.33 -5.34 0.4274
H -1.85 1.57 -2.33 0.2302
H -3.68 -0.07 -1.96 0.2202
H 2.08 0.08 -4.44 0.1644
H 1.21 0.74 -5.84 0.1667
```

Summary:
Frontier orbital gap = 8.7 eV
LUMO = 0.49 eV
Net charge = 0
SMILES = CNC(=O)[C@H](Cc1ccccc1)NC(C)=O.Cc1cc(=O)[nH]c2c3c(ccc12)OCO3



Model x:
A single C23H25N3O5 molecule, computed with ωB97M-V/def2-TZVPD.

```
56
Properties=species:S:1:pos:R:3:nbo_charge:R:1
C -3.81 0.13 -3.52 -0.6050
C -4.09 -0.50 -2.15 -0.0823
C -5.59 -0.36 -1.86 -0.5937
C -3.71 -1.98 -2.22 -0.5940
C -3.31 0.16 -1.03 -0.0257
C -3.45 -0.30 0.27 -0.1555
C -2.74 0.26 1.32 -0.2211
C -1.86 1.31 1.09 -0.0401
C -1.10 1.91 2.27 0.0132
C -2.01 2.80 3.11 -0.5977
N -0.48 0.86 3.07 -0.6082
C 0.87 0.87 2.99 0.8074
O 1.64 0.07 3.48 -0.6474
N 1.23 1.99 2.25 -0.4699
C 2.59 2.40 2.01 -0.3161
C 3.29 1.55 0.92 0.6689
O 3.66 2.04 -0.12 -0.5974
N 3.42 0.26 1.30 -0.6183
C 3.96 -0.81 0.58 0.1532
C 3.91 -2.07 1.19 -0.2459
C 4.41 -3.20 0.56 -0.2434
C 4.96 -3.03 -0.69 0.1970
C 5.01 -1.78 -1.30 0.3152
C 4.52 -0.65 -0.69 -0.3189
O 5.60 -1.89 -2.53 -0.4892
C 5.92 -3.26 -2.68 0.2376
O 5.52 -3.97 -1.53 -0.4803
C 0.14 2.70 1.82 0.7168
O 0.16 3.74 1.24 -0.5681
C -1.72 1.79 -0.20 -0.2249
C -2.44 1.23 -1.24 -0.1481
H -4.09 1.18 -3.54 0.2101
H -2.76 0.04 -3.79 0.2119
H -4.40 -0.38 -4.28 0.2132
H -5.86 -0.85 -0.93 0.2051
H -5.87 0.69 -1.79 0.2121
H -6.17 -0.81 -2.66 0.2084
H -3.96 -2.50 -1.30 0.2052
H -4.25 -2.47 -3.03 0.2082
H -2.64 -2.09 -2.40 0.2139
H -4.12 -1.12 0.49 0.2032
H -2.89 -0.13 2.32 0.1966
H -2.29 3.67 2.51 0.2384
H -2.91 2.26 3.39 0.2169
H -1.50 3.14 4.00 0.2183
H -0.99 0.10 3.47 0.4219
H 3.16 2.33 2.94 0.2284
H 2.56 3.44 1.66 0.2623
H 3.04 0.01 2.21 0.4355
H 3.46 -2.16 2.17 0.2170
H 4.37 -4.17 1.03 0.2283
H 4.56 0.31 -1.17 0.2685
H 5.41 -3.67 -3.56 0.1551
H 7.01 -3.37 -2.81 0.1555
H -1.07 2.62 -0.40 0.2379
H -2.29 1.63 -2.23 0.2103
```

Summary:
Frontier orbital gap = 8.1 eV
LUMO = 0.51 eV
Net charge = 0
SMILES = CC(C)(C)c1ccc([C@@]2(C)NC(=O)N(CC(=O)Nc3ccc4c(c3)OCO4)C2=O)cc1



Name the most stable of them. model x.